DFT (ωB97M-V/def2-TZVPD) results for C2FN3 in the gas phase.

```
6
Properties=species:S:1:pos:R:3:forces:R:3:mulliken_charge:R:1
C 1.375893 -0.503452 0.187042 2.0 2.7 -2.4 0.24
C -1.430161 0.161856 -0.096854 -3.0 0.2 -0.3 0.35
N 0.806349 0.506953 -0.666118 4.9 -1.9 0.7 -0.53
N -0.331068 0.637949 -0.323442 -9.3 -1.0 2.2 0.36
N 2.414227 -0.902273 0.505658 -0.3 -1.2 0.9 -0.29
F -2.835241 0.098966 0.393715 5.7 1.2 -1.2 -0.14
```
Positions in Å, forces in eV/Å.

E: -340.092224 Eh
highest occupied orbital energy: -0.3655 Eh
molecular weight: 85.04 g/mol
LUMO level: -0.0646 Ha

DFT (ωB97M-V/def2-TZVPD) results for 13 unconnected molecules or ions with the total composition C69H142F21N6O19.

```
257
Properties=species:S:1:pos:R:3:forces:R:3:mulliken_charge:R:1
C 1.266618 -20.334515 -4.747952 0.9 1.0 -0.8 -1.40
C 0.703338 -19.131935 -3.927652 0.5 -4.1 0.8 -0.59
C 0.835538 -17.902985 -4.697042 -0.7 2.8 -0.5 -0.16
C -0.076502 -16.832845 -4.101812 -1.3 0.4 0.0 -1.46
N -0.472982 -15.591285 -5.014272 -0.5 -0.4 1.4 0.67
C -1.485432 -14.782785 -4.202982 0.6 1.7 0.9 -0.70
C -0.618372 -13.781915 -3.371282 -0.4 -0.1 1.1 -0.71
C 0.446688 -13.410795 -4.347562 0.5 -0.1 -0.4 -0.45
C 0.793678 -14.663475 -5.109042 -0.2 -0.7 -0.9 -0.62
C -1.101012 -16.028375 -6.340172 1.8 -0.3 0.0 -1.32
C -2.287012 -17.006085 -6.249352 1.3 -0.8 1.8 -0.06
C -3.153372 -17.214005 -7.436542 0.4 0.1 -1.6 -1.54
H 2.066258 -19.941205 -5.375632 0.8 -0.1 0.4 0.36
H 0.619158 -20.646365 -5.567492 -0.7 -0.3 0.5 0.36
H 1.642428 -21.182455 -4.175352 -0.3 0.1 0.0 0.37
H 1.181508 -19.130675 -2.948132 0.5 0.4 -0.1 0.43
H -0.265152 -19.553645 -3.658752 -0.8 1.1 -0.2 0.34
H 0.503388 -18.031425 -5.727232 0.1 -0.4 -0.1 0.19
H 1.852038 -17.511055 -4.731932 0.2 -0.4 0.0 0.41
H 0.179008 -16.425595 -3.123572 0.8 0.3 -0.3 0.64
H -0.988892 -17.348995 -3.803122 -0.5 0.2 -0.7 0.42
H -2.058662 -14.129115 -4.860412 -0.1 -0.5 -0.4 0.39
H -2.171342 -15.390125 -3.612432 0.3 -0.2 -0.2 0.36
H -1.049562 -12.816475 -3.106532 -1.0 -0.3 -0.1 0.39
H -0.306142 -14.124395 -2.384712 0.3 -0.7 -0.2 0.33
H -0.085142 -12.700695 -4.980812 0.6 0.1 -0.5 0.29
H 1.361008 -12.966795 -3.953872 -0.3 0.2 0.1 0.35
H 1.089268 -14.453665 -6.137002 -0.6 -0.2 -0.3 0.40
H 1.652438 -15.224055 -4.739752 -0.3 0.0 0.5 0.31
H -0.253482 -16.591895 -6.730352 -0.2 -0.3 -0.5 0.69
H -1.087402 -15.191585 -7.038522 -0.9 0.4 0.5 0.59
H -2.856742 -17.017035 -5.320162 -0.4 1.2 0.0 0.41
H -1.753442 -17.921895 -5.995002 0.0 -0.6 -0.6 0.19
H -3.607382 -18.204915 -7.428392 -0.7 0.4 0.5 0.39
H -2.568942 -17.313285 -8.351252 0.5 0.3 -0.1 0.36
H -3.800502 -16.360415 -7.638282 -0.5 -0.4 0.2 0.36
C -7.360652 10.915685 3.828348 1.5 -0.8 -0.8 -0.97
C -6.222692 9.880665 3.431598 1.5 -0.6 5.7 0.54
O -5.319892 9.499115 4.240148 -4.2 1.8 -4.7 -0.44
N -6.307962 9.145885 2.101518 0.0 0.7 1.1 -0.13
H -6.676882 8.230305 2.315298 1.2 -1.5 0.5 0.35
H -7.083502 9.330925 1.481518 -0.4 1.7 -0.6 0.37
C -4.981642 9.363365 1.460688 0.7 -1.9 -0.9 -0.78
H -8.321452 10.604025 3.418658 0.0 0.1 0.0 0.37
H -7.084992 11.899275 3.448018 -0.1 0.0 -0.5 0.31
H -7.393642 11.076875 4.905858 0.1 -0.7 -0.1 0.32
H -4.972812 8.766285 0.548808 -0.3 0.9 -0.6 0.39
H -4.174972 8.847435 1.981448 -0.4 0.4 0.8 0.34
H -4.798562 10.436395 1.404218 -0.1 -0.3 -0.4 0.33
C -3.503812 -3.551845 12.081358 0.9 -0.7 -0.7 -0.99
C -2.154682 -3.768005 11.388318 1.0 3.5 -2.2 0.53
O -1.543302 -2.999305 10.667938 -1.6 -2.0 1.9 -0.42
N -1.533942 -5.131575 11.578508 1.0 0.9 3.3 -0.15
H -1.802392 -5.327045 12.532368 -1.0 -1.0 0.1 0.38
H -2.020092 -5.739315 10.934768 0.5 -1.0 -0.5 0.38
C 0.018818 -5.157805 11.838418 -0.1 0.0 -3.2 -0.79
H -3.767512 -2.502525 12.213638 0.5 -0.1 0.2 0.34
H -3.520162 -4.157785 12.987268 -0.3 0.3 0.1 0.34
H -4.258692 -3.931885 11.393008 -0.1 -0.3 0.0 0.34
H 0.406388 -6.167475 11.974228 -0.7 0.0 0.4 0.36
H 0.379538 -4.435835 12.571048 -0.8 -0.1 0.1 0.33
H 0.366468 -4.859795 10.849278 0.5 0.2 0.3 0.35
C 5.559888 14.069035 1.337838 0.5 -0.6 1.5 -1.16
C 4.172328 13.524205 1.563458 -1.7 0.3 -0.8 -0.20
N 3.193998 14.390445 2.468998 0.9 1.1 0.8 -0.06
C 3.888808 14.734655 3.862978 0.2 -0.4 -1.4 -1.01
C 2.873018 15.726805 1.733528 -0.5 -1.0 -0.2 -0.45
C 2.212048 15.540475 0.336818 0.0 0.3 0.5 -1.24
C 1.861108 13.694105 2.831378 1.2 0.1 0.1 -0.41
C 2.046658 12.444245 3.649868 -1.1 -1.1 1.5 -0.93
O 2.550388 12.496415 5.026578 0.7 -1.0 -1.2 -0.38
C 2.933698 11.149195 5.443308 0.9 0.0 0.1 -0.84
H 5.540158 15.158625 1.360668 0.3 -0.1 -0.5 0.23
H 5.953448 13.630775 0.420708 -0.2 0.5 -0.2 0.41
H 6.251348 13.714755 2.102348 0.0 0.3 0.2 0.35
H 4.045288 12.469425 1.807168 0.5 0.2 0.7 0.38
H 3.774658 13.541485 0.548738 -0.9 0.3 0.2 0.31
H 4.731568 15.416295 3.747978 -0.1 0.0 -0.6 0.38
H 4.281858 13.790265 4.239458 -0.4 0.2 0.2 0.45
H 3.205498 15.230135 4.552678 -0.4 -0.5 -0.3 0.37
H 3.782088 16.328095 1.721648 0.0 -0.3 -0.2 0.50
H 2.144388 16.291905 2.314788 0.2 -0.4 0.6 0.48
H 1.291608 16.123835 0.360978 0.2 0.3 -0.3 0.33
H 1.835778 14.551715 0.074368 0.5 -0.2 0.3 0.42
H 2.878018 15.882095 -0.455572 -0.2 0.0 0.0 0.33
H 1.425098 13.297465 1.914498 -0.1 0.5 -0.1 0.27
H 1.228628 14.454165 3.290048 0.1 0.0 0.0 0.45
H 2.444238 11.709955 2.949268 1.1 -0.3 0.6 0.47
H 1.071318 12.001555 3.851978 -0.6 0.3 -0.7 0.59
H 3.962058 10.892455 5.189038 0.2 0.3 -1.0 0.32
H 2.311718 10.344835 5.050588 -0.4 0.3 -0.1 0.34
H 3.054088 11.004135 6.516878 -1.0 0.8 0.2 0.32
C -1.542642 1.550835 -0.180192 1.3 -0.3 0.5 -1.19
C -0.155992 1.267045 0.530118 -0.4 -0.4 0.8 -0.43
N -0.159422 0.264975 1.734608 -0.7 -0.1 1.1 0.46
C -1.216232 0.766735 2.794388 -0.1 -0.4 -0.9 -1.08
C -0.626552 -1.100245 1.174878 0.0 -0.7 0.0 -0.39
C -0.475282 -2.313965 2.065788 0.3 -0.3 1.2 -1.40
C 1.298488 0.211345 2.451388 -0.4 0.7 -1.1 -0.58
C 1.854288 1.598355 2.903028 1.2 -0.9 -0.8 -0.97
O 1.126888 2.301795 3.820668 -1.4 1.3 0.0 -0.32
C 0.943688 1.684455 5.065928 -0.3 -0.6 0.6 -0.66
H -1.291162 2.205505 -1.014622 0.0 0.3 0.2 0.42
H -2.282202 2.036465 0.456458 0.2 0.0 0.0 0.34
H -1.993442 0.683325 -0.662172 0.2 -0.2 0.3 0.33
H 0.305188 2.132445 1.006028 -0.5 0.4 -0.5 0.33
H 0.575428 0.869635 -0.173592 -0.1 -0.1 0.0 0.43
H -2.211042 0.582835 2.388648 0.2 0.0 -0.2 0.43
H -1.124992 1.835325 2.989088 0.4 -0.2 -0.3 0.44
H -1.196192 0.237145 3.746868 0.6 -0.2 -0.3 0.29
H -0.137702 -1.367115 0.237908 0.7 0.7 0.1 0.40
H -1.665462 -1.057665 0.847838 -0.1 0.7 0.5 0.36
H -1.002412 -2.292685 3.019608 -0.2 0.5 0.0 0.36
H 0.558388 -2.524385 2.340318 0.1 0.0 -0.3 0.32
H -0.861042 -3.223445 1.605218 0.0 0.2 -0.5 0.42
H 1.949748 -0.178335 1.669008 0.1 0.0 0.0 0.47
H 1.355378 -0.494115 3.280358 -0.9 -0.1 -0.2 0.45
H 2.175888 2.182895 2.041068 -1.2 0.6 -0.3 0.50
H 2.875248 1.535015 3.279508 0.3 -1.4 0.5 0.42
H 1.870518 1.601545 5.633558 0.1 0.0 -0.1 0.35
H 0.481038 0.703485 4.957488 0.3 -0.3 0.0 0.23
H 0.207218 2.209125 5.674558 0.2 0.6 -0.3 0.25
C 1.741598 1.408905 -11.613872 -0.1 -0.8 -0.4 -1.34
C 0.507588 0.487505 -11.462342 -0.9 2.2 0.2 -0.52
N 0.410558 -0.330365 -10.197912 2.3 -0.3 0.1 -0.27
C 0.564138 0.666705 -8.980912 0.1 -0.2 -1.6 -0.94
C -0.976562 -0.915375 -10.173412 0.0 -0.9 3.0 -0.34
C -1.119292 -1.875785 -8.910772 0.2 0.1 -1.3 -1.14
C 1.661178 -1.352955 -10.136432 -1.4 0.2 -0.5 -0.96
C 1.649458 -2.420605 -11.298782 1.1 1.3 0.5 -0.66
O 2.001188 -1.829835 -12.550452 -1.2 1.1 1.4 -0.26
C 1.774448 -2.660675 -13.628112 1.3 -0.2 -1.6 -0.84
H 2.661388 0.860245 -11.411252 0.0 0.2 0.1 0.34
H 1.698588 2.346105 -11.058992 -0.1 -0.3 0.3 0.40
H 1.828658 1.711295 -12.657462 -0.2 -0.1 -0.1 0.36
H 0.189478 -0.005895 -12.380752 0.8 -1.0 0.4 0.46
H -0.369732 1.120325 -11.328372 0.0 0.6 0.0 0.66
H -0.124832 1.474515 -9.227632 -0.4 -0.3 0.5 0.43
H 1.529698 1.171195 -9.016912 0.2 -0.6 -0.1 0.40
H 0.436678 0.181175 -8.013382 -0.2 0.0 -0.4 0.38
H -1.253782 -1.470675 -11.069462 0.4 0.3 -0.1 0.43
H -1.624662 -0.056285 -10.000102 -0.1 -0.1 -0.5 0.42
H -0.937772 -1.449065 -7.924342 0.0 0.4 -0.3 0.30
H -0.395532 -2.677615 -9.056812 -0.2 -0.2 0.2 0.30
H -2.114372 -2.319585 -8.879842 0.0 0.1 -0.2 0.41
H 1.621018 -1.795505 -9.141132 -0.2 -0.4 -0.2 0.57
H 2.534168 -0.702195 -10.086302 -0.1 -0.1 -0.5 0.57
H 0.690388 -2.938485 -11.289402 -0.1 -0.1 -0.3 0.35
H 2.480998 -3.115925 -11.184052 -0.3 -0.4 1.1 0.51
H 0.737808 -2.859515 -13.900032 -0.2 0.0 0.4 0.32
H 2.378558 -3.566765 -13.581792 -0.4 -0.6 0.5 0.34
H 2.271468 -2.165875 -14.462522 -0.4 0.3 -0.2 0.29
C -4.378462 -8.673465 6.610608 1.4 -2.5 4.1 -0.20
O -3.012352 -8.477665 6.183598 0.2 -1.1 -1.8 -0.14
O -4.351892 -9.092765 7.940788 -0.8 1.9 -2.1 -0.92
C -5.127732 -7.426375 6.104458 1.9 -1.0 1.6 0.94
F -6.209922 -7.177135 6.746218 -2.5 0.9 3.0 -0.28
F -4.425902 -6.298525 6.020188 0.9 1.1 0.3 -0.29
F -5.564992 -7.677525 4.930708 -0.6 -0.8 -4.8 -0.31
C -2.283582 -9.638015 5.712398 0.4 1.1 1.1 -0.27
C -0.984742 -9.052035 5.289218 1.4 -0.4 -0.2 -1.24
H -1.004862 -8.614445 4.291108 0.1 0.5 0.3 0.27
H -0.614092 -8.436175 6.108628 -0.3 0.8 -0.4 0.32
H -0.210672 -9.819405 5.294218 0.0 -0.5 -0.5 0.41
H -2.660912 -10.269525 4.908078 -1.0 0.4 -0.1 0.33
H -1.965892 -10.325735 6.496118 -0.9 -0.1 0.7 0.26
H -4.832232 -9.498745 6.061878 -0.1 -0.1 -0.9 0.12
C -9.984692 7.462425 -3.730842 3.2 1.3 4.9 -0.34
O -8.677692 7.223335 -4.334882 -0.4 -2.5 -1.5 -0.24
O -9.759532 8.343115 -2.648262 -1.3 0.1 -2.9 -0.93
C -10.969322 7.552405 -4.895322 -0.6 0.7 -0.8 0.91
F -10.524012 7.910615 -6.142262 0.4 0.1 0.8 -0.29
F -11.401562 6.285035 -5.074172 -0.7 -0.4 -0.2 -0.29
F -12.054982 8.346255 -4.710382 0.3 -0.5 0.4 -0.27
C -8.318372 5.767835 -4.452172 1.6 2.6 -0.3 -0.18
C -7.101882 5.726315 -5.426572 -0.7 -0.2 1.0 -1.13
H -6.821792 4.687635 -5.602062 0.0 -0.1 -0.1 0.37
H -7.355782 6.206705 -6.371482 0.1 0.0 0.1 0.28
H -6.253282 6.205775 -4.938622 0.0 0.2 -0.3 0.26
H -9.039572 5.034935 -4.813862 -0.7 0.5 0.3 0.25
H -7.966972 5.594625 -3.435012 -0.2 -0.9 0.0 0.33
H -10.216272 6.609405 -3.093022 -0.8 -1.1 -1.1 0.26
C 1.180038 8.590545 -4.792072 -2.3 3.3 2.7 0.07
O 2.628248 8.667505 -4.579932 -0.4 -1.3 0.5 -0.31
O 0.506868 9.519965 -3.908562 1.7 -2.9 -3.1 -0.92
C 0.901188 8.731735 -6.369812 0.1 3.8 2.3 0.73
F 1.495638 7.774805 -6.980312 0.7 -2.5 -1.7 -0.25
F -0.410202 8.798465 -6.771842 0.9 -0.6 0.6 -0.28
F 1.465288 9.891185 -6.870222 -0.4 -0.4 0.2 -0.30
C 3.147058 7.755245 -3.568792 0.1 -0.1 -1.0 -0.33
C 3.527268 6.394855 -4.126562 1.0 0.1 -0.9 -1.10
H 2.682098 5.759165 -4.390512 -0.1 0.2 -0.1 0.28
H 4.157988 6.566305 -4.998862 -0.1 -0.3 -0.3 0.27
H 4.156258 5.834905 -3.434512 -0.1 0.0 0.3 0.41
H 2.559188 7.408345 -2.718992 -1.0 1.4 0.2 0.27
H 4.036658 8.270175 -3.206072 0.0 -0.1 0.1 0.34
H 0.876338 7.555005 -4.638672 -0.1 -0.6 0.3 0.10
C 2.262408 3.966205 15.481868 3.6 3.2 2.3 -0.06
O 3.187348 3.174815 14.682688 -0.2 -2.1 -0.5 -0.27
O 3.027598 5.032635 16.059638 -3.0 -2.9 -1.7 -0.90
C 1.113108 4.427845 14.566868 1.2 0.9 -0.3 0.74
F 0.249918 3.432475 14.341708 -0.6 -1.1 -0.5 -0.30
F 0.351528 5.447505 14.968418 -0.1 0.3 1.0 -0.29
F 1.596098 4.855305 13.379498 0.0 -0.4 -0.4 -0.29
C 3.150558 1.725955 14.776788 0.7 1.0 -0.8 -0.24
C 4.365538 1.133955 14.027188 -0.4 -0.6 0.7 -1.16
H 4.605968 1.581785 13.062968 -0.2 0.1 0.1 0.30
H 5.266018 1.041295 14.634358 0.1 0.8 0.1 0.29
H 4.128568 0.076455 13.910358 -0.2 -0.2 -0.6 0.36
H 2.250858 1.267675 14.366158 -0.4 0.4 -0.5 0.26
H 3.165758 1.280575 15.771538 0.2 0.7 0.7 0.32
H 1.888028 3.248295 16.211618 -0.7 -0.1 0.4 0.24
C 5.461598 -5.239855 -4.098462 -3.0 4.3 -1.0 -0.13
O 5.212068 -6.069925 -5.283702 0.8 -1.3 1.6 -0.29
O 4.467288 -4.144925 -4.107402 3.0 -4.0 0.8 -0.89
C 5.670088 -5.995175 -2.721662 0.4 -0.1 0.7 0.77
F 4.648048 -6.695475 -2.189722 -0.9 1.0 -0.1 -0.29
F 6.613678 -6.944355 -2.755892 1.3 -1.0 -1.4 -0.29
F 6.215018 -5.187935 -1.731002 -1.4 0.3 -0.9 -0.28
C 6.390118 -6.587515 -5.897062 -0.1 1.3 -1.2 -0.10
C 6.006678 -7.688395 -6.823852 0.8 -1.2 -0.5 -1.30
H 5.913838 -8.538425 -6.147882 -1.0 -0.4 -0.5 0.28
H 5.241618 -7.536935 -7.585332 -0.7 0.2 0.8 0.32
H 6.835928 -7.973685 -7.471192 0.6 0.1 0.1 0.39
H 7.238098 -6.985565 -5.339762 -0.5 0.0 1.2 0.28
H 6.871548 -5.795475 -6.470632 -0.1 0.6 -0.2 0.33
H 6.446578 -4.834275 -4.329572 0.6 0.2 0.5 0.19
C -8.781902 1.839895 5.225308 -0.1 1.1 -3.5 -0.20
O -10.137972 1.379625 5.270588 -0.9 -0.4 0.2 -0.26
O -8.654262 2.608645 4.080458 0.4 -0.1 3.2 -0.91
C -8.270752 2.452745 6.690598 -2.5 -2.6 -2.6 0.78
F -8.830302 3.631185 6.995528 0.5 -0.4 0.6 -0.26
F -8.453702 1.523445 7.717978 -0.9 0.9 -0.1 -0.31
F -6.979822 2.503635 6.637968 2.5 1.4 -0.1 -0.27
C -10.389812 -0.028835 5.483238 -1.1 3.1 1.9 -0.20
C -11.956552 -0.164575 5.613898 1.9 -1.0 -0.7 -1.13
H -12.482332 0.492365 6.306788 0.6 0.1 0.1 0.28
H -12.420182 -0.068895 4.632068 0.0 -0.1 0.0 0.27
H -11.977032 -1.199495 5.955398 -1.0 -0.2 0.0 0.37
H -9.959372 -0.137545 6.478738 0.0 -1.1 0.2 0.26
H -9.925882 -0.722645 4.782168 -0.1 0.2 -0.4 0.32
H -8.219122 0.938635 4.982178 0.9 -0.6 1.2 0.25
C 12.127198 6.478855 -0.600832 5.2 -0.4 2.8 -0.12
O 11.937028 5.050975 -0.413492 -2.4 -2.1 0.1 -0.31
O 13.448208 6.682145 -0.068272 -3.6 0.5 -2.2 -0.90
C 11.966208 6.794385 -2.126412 1.2 -0.9 -0.7 0.75
F 12.514668 7.941365 -2.641142 -0.8 -0.3 1.1 -0.28
F 12.527248 5.841405 -2.938932 -0.3 0.1 0.7 -0.28
F 10.656628 6.789315 -2.444592 -0.6 0.4 -0.2 -0.28
C 10.641588 4.509605 0.119758 1.2 1.0 -0.6 -0.21
C 10.532938 2.953005 0.213638 0.9 1.5 0.0 -0.99
H 9.717248 2.611225 -0.423492 0.2 -0.4 0.2 0.27
H 11.497608 2.495945 -0.006872 -0.1 0.0 -0.5 0.28
H 10.395318 2.765815 1.278588 -0.5 -0.5 -0.2 0.28
H 9.824048 4.933745 -0.463192 -0.1 -0.1 -0.2 0.28
H 10.483528 4.829295 1.149758 0.3 0.7 0.1 0.25
H 11.387328 6.964565 0.035388 -0.7 0.6 -0.4 0.26
```
Positions in Å, forces in eV/Å.

net charge: -1
E: -6568.090553 Eh
highest occupied orbital energy: -0.1190 Eh
molecular weight: 1758.88 g/mol
LUMO level: -0.0421 Ha